#1
Below is 4 unconnected molecules or ions with the total composition C3H15NO4, with properties calculated with the ωB97M-V functional and the def2-TZVPD basis.

Each line ends with the Löwdin charge.
CARTESIAN COORDINATES (ANGSTROEM)
C -1.0019 -1.6058 -0.7741  -0.087
C 0.2548 -1.4544 0.0206  -0.248
N 0.2825 -0.3053 0.9360  -0.086
C -0.2083 -0.3969 2.2658  -0.291
O -1.6070 -0.6837 2.3918  -0.070
H -1.4155 -0.6963 -1.1787  0.040
H -1.7796 -2.3019 -0.4673  0.075
H -0.7627 -2.1711 -1.6956  0.078
H 0.6366 -2.2684 0.6659  0.132
H 1.0837 -1.2770 -0.6603  0.082
H 0.0846 0.5841 0.5003  0.080
H -0.0014 0.5167 2.8287  0.119
H 0.2006 -1.2690 2.7853  0.118
H -2.1361 0.0459 2.0517  0.074
O 0.6539 2.4550 -1.9703  -0.049
H 0.8050 3.3065 -1.5462  0.068
H 1.2936 1.7387 -1.9414  0.028
O -1.5697 1.5922 -0.6382  -0.078
H -0.9193 1.8652 -1.3107  -0.002
H -2.1436 0.9272 -1.0153  0.017
O 2.6152 0.3828 -0.7448  -0.051
H 3.4940 0.6961 -0.5970  0.036
H 2.1406 0.3194 0.0938  0.015

E_HOMO	-0.3304	Ha
SMILES	CCNCO.O.O.O
frontier orbital gap	9.552	eV

#2
Below is 5 unconnected molecules or ions with the total composition C3H15NO4, with properties calculated with the ωB97M-V functional and the def2-TZVPD basis.

Each line ends with the Löwdin charge.
CARTESIAN COORDINATES (ANGSTROEM)
C 3.5054 -1.7089 2.5169  -0.134
C 3.0881 -2.0793 1.1200  -0.197
C 1.8680 -1.5936 0.6720  -0.223
N 1.5515 -1.5850 -0.7389  0.004
H 3.5505 -2.6838 3.0283  0.072
H 4.4293 -1.1343 2.5307  0.066
H 2.6558 -1.0778 2.8113  0.059
H 3.6079 -2.8213 0.4268  0.115
H 1.0767 -1.0296 1.3377  0.129
H 0.5246 -1.3978 -0.7148  0.037
H 1.6733 -2.4063 -1.3264  0.081
O -0.7849 0.3302 -3.1808  -0.065
H -1.5316 0.6294 -2.6668  0.002
H -0.5076 1.1570 -3.6268  0.053
O -4.0687 1.0469 0.1516  -0.125
H -4.6542 0.2119 0.1829  0.083
H -3.2918 0.8590 -0.4572  0.024
O -1.3612 -0.2283 -0.3165  -0.050
H -0.4424 0.0580 -0.2244  0.034
H -1.5810 -0.0176 0.5789  0.034
O -2.9390 5.4410 -0.9263  -0.006
H -2.6051 4.6049 -0.5979  0.035
H -3.7636 5.4254 -0.5804  -0.030

E_HOMO	-0.2948	Ha
SMILES	C/C=C/N.O.O.O.O
frontier orbital gap	8.192	eV

Most stable pick: #1. Distance to second place: 134.8 kJ/mol.

#1
Below is CH3N3O2S in the gas phase, with properties calculated with the ωB97M-V functional and the def2-TZVPD basis.

Each line ends with the Löwdin charge.
CARTESIAN COORDINATES (ANGSTROEM)
C 0.7963 -0.1493 0.7004  -0.552
N 0.6276 0.3162 1.8652  0.026
N -0.7680 -3.1806 1.9275  -0.286
N 1.2353 0.6136 -0.3132  0.185
O 0.6569 -1.5080 0.5435  -0.232
O 0.3647 -0.7026 2.7414  -0.349
S 0.4950 -2.3217 1.9960  1.015
H -1.4573 -2.7138 1.3183  0.017
H 1.1364 1.5474 -0.0932  0.085
H 1.1003 0.3522 -1.2414  0.091

E_HOMO	-0.3271	Ha
frontier orbital gap	9.428	eV

#2
Below is 2 unconnected molecules or ions with the total composition CH3N3O2S, with properties calculated with the ωB97M-V functional and the def2-TZVPD basis.

Each line ends with the Löwdin charge.
CARTESIAN COORDINATES (ANGSTROEM)
C -2.0094 0.0330 0.7504  -0.059
N 3.5926 1.4036 -0.8840  0.011
N 3.6620 1.9151 -1.8405  0.014
N -1.3409 -0.2980 -0.2287  -0.066
O 1.6133 -0.5930 -0.5886  -0.507
O 0.4844 -1.3919 1.4616  -0.473
S 0.5328 -1.3788 0.0099  0.782
H -3.0449 0.4769 0.6694  0.102
H -1.8416 -0.1893 1.8059  0.086
H -1.6483 0.0224 -1.1553  0.111

E_HOMO	-0.3566	Ha
frontier orbital gap	9.885	eV

Most stable pick: #2. Distance to second place: 246.8 kJ/mol.

#1
Below is a molecular structure, C24H43BrP2Tl, with properties calculated with the ωB97M-V functional and the def2-TZVPD basis.

Each line ends with the Löwdin charge.
CARTESIAN COORDINATES (ANGSTROEM)
Tl -1.9337 -0.4593 0.9471  0.788
C -0.5969 -2.4180 3.5745  -0.261
C 0.7507 -2.5203 3.1307  -0.186
C 0.6618 -0.9077 4.7658  -0.243
C -0.6523 -1.4125 4.5778  -0.223
C 1.5259 -1.5771 3.8576  -0.203
C -1.7498 -3.2196 3.1060  -0.099
H -1.4829 -3.8295 2.2365  0.067
H -2.6094 -2.5855 2.8377  0.027
H -2.0951 -3.9036 3.8974  0.094
C -1.8582 -0.9157 5.2662  -0.028
H -2.7208 -1.5582 5.0526  0.080
H -2.1051 0.1105 4.9490  0.067
H -1.7003 -0.8971 6.3553  0.096
C 1.0313 0.1708 5.7025  -0.049
H 0.5577 0.0080 6.6798  0.085
H 0.7037 1.1535 5.3299  0.056
H 2.1180 0.2002 5.8411  0.079
C 2.9745 -1.3305 3.7166  -0.042
H 3.5443 -1.8060 4.5294  0.095
H 3.1936 -0.2538 3.7478  0.076
H 3.3501 -1.7300 2.7682  0.066
C 1.2659 -3.4691 2.1190  -0.028
H 1.6455 -4.3898 2.5906  0.105
H 2.0967 -3.0286 1.5537  0.074
H 0.4816 -3.7635 1.4109  0.068
C -1.9151 1.2446 -3.8629  -0.286
C -2.0835 -0.1974 -3.7739  -0.247
C -1.2886 -1.1532 -4.6263  -0.160
C 0.2125 -0.8425 -4.7876  -0.156
C 0.8606 -0.1620 -3.6218  -0.151
C 0.9786 1.1759 -3.4854  -0.145
C 0.4609 2.1407 -4.5012  -0.177
C -1.0112 1.9271 -4.8962  -0.142
H -1.7405 -1.2031 -5.6303  0.138
H 0.3555 -0.2874 -5.7259  0.120
H -1.3959 -2.1618 -4.2016  0.120
H -1.0688 1.4100 -5.8659  0.121
H -2.8265 1.8382 -3.7460  0.131
H -3.0840 -0.5795 -3.5460  0.133
H -1.4366 2.9300 -5.0815  0.127
H 0.5794 3.1639 -4.1120  0.115
H 1.7039 1.6103 -2.7974  0.094
H 1.0666 2.0985 -5.4204  0.135
H 0.7290 -1.8030 -4.9312  0.130
H 1.4643 -0.8118 -2.9831  0.111
P -1.4206 0.7346 -2.1314  0.928
P 1.4146 1.4013 0.5702  0.678
C -0.7349 2.3312 -1.4626  -0.277
C 0.2992 2.6143 -0.3490  -0.412
H -1.6463 2.8623 -1.1407  0.090
H -0.4312 2.8824 -2.3585  0.067
H 0.9943 3.4104 -0.6627  0.082
H -0.2627 3.0286 0.5042  0.011
C 2.4433 2.6499 1.4572  -0.288
H 3.1443 2.1086 2.1061  0.042
H 1.8022 3.2857 2.0767  0.030
H 3.0052 3.2533 0.7306  0.045
C 2.6642 0.8679 -0.6684  -0.317
H 3.1526 1.7456 -1.1136  0.041
H 2.1940 0.2505 -1.4456  -0.012
H 3.4176 0.2528 -0.1520  0.048
C -3.1523 0.8608 -1.4718  -0.242
H -3.4620 -0.0381 -0.9158  -0.027
H -3.8777 0.9438 -2.2919  0.069
H -3.2765 1.7489 -0.8447  0.064
C -0.7363 -0.8901 -1.5897  -0.274
H 0.0452 -0.7703 -0.8254  0.020
H -0.3221 -1.5132 -2.3887  0.055
H -1.5728 -1.5107 -1.2409  0.002
Br -0.6385 1.4845 2.6611  0.007

E_HOMO (spin up / spin down)	-0.3295 / -0.3264	Ha
total charge	+1
frontier orbital gap (spin up / spin down)	4.394 / 5.792	eV

#2
Below is a molecular structure, C24H43BrP2Tl, with properties calculated with the ωB97M-V functional and the def2-TZVPD basis.

Each line ends with the Löwdin charge.
CARTESIAN COORDINATES (ANGSTROEM)
Tl -0.7213 0.7912 2.3193  0.390
C -0.6894 -2.3020 3.4748  -0.230
C 0.6665 -2.4261 3.0721  -0.193
C 0.5813 -0.8576 4.7509  -0.231
C -0.7367 -1.3306 4.5237  -0.211
C 1.4558 -1.5394 3.8567  -0.208
C -1.8661 -2.9543 2.8656  -0.031
H -1.6286 -3.3881 1.8889  0.071
H -2.6906 -2.2432 2.7112  0.078
H -2.2640 -3.7620 3.4929  0.103
C -1.9688 -0.7934 5.1471  -0.042
H -2.8579 -1.0753 4.5786  0.082
H -1.9478 0.3015 5.1971  0.068
H -2.1027 -1.1706 6.1677  0.109
C 0.9616 0.2678 5.6400  -0.019
H 0.9933 -0.0241 6.6954  0.102
H 0.2584 1.1031 5.5467  0.071
H 1.9534 0.6484 5.3844  0.078
C 2.9062 -1.3051 3.7288  -0.024
H 3.4733 -1.8396 4.5010  0.105
H 3.1517 -0.2402 3.8250  0.072
H 3.2837 -1.6394 2.7579  0.072
C 1.1888 -3.2758 1.9686  -0.016
H 1.6273 -4.1995 2.3610  0.103
H 1.9709 -2.7618 1.4014  0.074
H 0.4062 -3.5519 1.2621  0.067
C -2.1231 0.9362 -4.5607  -0.108
C -2.0042 -0.4004 -4.6422  -0.129
C -1.0785 -1.1906 -5.5268  -0.182
C 0.2580 -0.5143 -5.8931  -0.197
C 1.0411 0.0435 -4.7393  -0.095
C 0.9176 1.2576 -4.1883  -0.150
C 0.0020 2.3803 -4.5913  -0.180
C -1.3029 1.9593 -5.2926  -0.193
H -1.5758 -1.4603 -6.4750  0.124
H 0.0603 0.2768 -6.6278  0.099
H -0.8878 -2.1535 -5.0232  0.110
H -1.0537 1.5967 -6.2997  0.100
H -2.9690 1.3506 -3.9880  0.104
H -2.7405 -1.0213 -4.1204  0.098
H -1.9080 2.8678 -5.4533  0.119
H -0.2275 2.9614 -3.6815  0.098
H 1.6349 1.5398 -3.4064  0.093
H 0.5298 3.0820 -5.2574  0.125
H 0.8787 -1.2558 -6.4228  0.117
H 1.8581 -0.6074 -4.3868  0.109
P -1.1977 0.2062 -0.2212  0.739
P 1.5705 1.5159 0.9828  0.740
C -0.2614 1.4237 -1.2393  -0.376
C 0.7147 2.3292 -0.4387  -0.381
H -1.0276 2.0369 -1.7456  0.088
H 0.2621 0.8611 -2.0291  0.053
H 1.5045 2.7280 -1.1028  0.090
H 0.1402 3.1672 -0.0209  0.088
C 2.4221 2.7858 1.9793  -0.251
H 3.1027 2.2979 2.6875  0.049
H 1.7107 3.3730 2.5644  0.022
H 2.9997 3.4068 1.2763  0.061
C 2.9739 0.6741 0.2035  -0.247
H 3.4641 1.3265 -0.5269  0.059
H 2.6406 -0.2456 -0.2886  0.044
H 3.6839 0.3941 0.9919  0.046
C -2.9460 0.6955 -0.1158  -0.273
H -3.5024 -0.0219 0.5153  0.058
H -3.3626 0.6929 -1.1386  0.056
H -3.0324 1.6696 0.3754  0.042
C -1.2713 -1.3931 -1.0464  -0.228
H -0.3039 -1.9081 -0.9742  0.050
H -1.5711 -1.2937 -2.0935  0.031
H -2.0018 -2.0001 -0.4891  0.056
Br -1.4258 3.1974 3.3518  -0.119

E_HOMO (spin up / spin down)	-0.3540 / -0.3556	Ha
total charge	+1
frontier orbital gap (spin up / spin down)	4.465 / 4.522	eV

Most stable pick: #2. Distance to second place: 331.0 kJ/mol.